Arrangement one

{"formula": "C3H11N2", "method": "ωB97M-V/def2-TZVPD", "species": ["N", "C", "C", "C", "N", "H", "H", "H", "H", "H", "H", "H", "H", "H", "H", "H"], "xyz": [[1.49, 0.43, 0.37], [0.41, 1.29, -0.26], [-0.97, 0.60, -0.31], [-0.86, -0.89, -0.59], [-0.20, -1.47, 0.62], [1.99, 0.97, 1.06], [2.21, 0.29, -0.33], [0.34, 2.19, 0.34], [0.74, 1.54, -1.26], [-1.48, 0.79, 0.64], [-1.58, 1.16, -1.02], [-1.85, -1.33, -0.66], [-0.18, -1.04, -1.41], [-0.69, -1.23, 1.48], [0.72, -0.82, 0.72], [-0.07, -2.47, 0.60]], "lumo_energy_ev": -3.025, "homo_energy_ev": -15.0000, "orbital_gap_ev": 11.97, "smiles": "NCCC[NH3+]", "charge": 1}

***

Arrangement two

{"formula": "C3H11N2", "method": "ωB97M-V/def2-TZVPD", "species": ["C", "N", "H", "H", "H", "H", "H", "H", "C", "C", "N", "H", "H", "H", "H", "H"], "xyz": [[-2.50, -0.28, 0.59], [-1.06, -0.29, 1.11], [-3.24, -0.96, 1.06], [-2.86, 0.72, 0.78], [-2.46, -0.60, -0.40], [-0.97, -1.15, 1.45], [-0.93, 0.40, 1.90], [-0.33, 0.05, 0.36], [2.27, -0.88, -0.73], [2.06, 0.41, -1.03], [0.96, 1.16, -0.61], [1.58, -1.50, -0.18], [3.21, -1.38, -0.89], [2.75, 0.76, -1.71], [0.31, 1.43, -1.40], [1.22, 2.11, -0.30]], "lumo_energy_ev": -3.402, "homo_energy_ev": -13.4612, "orbital_gap_ev": 10.06, "charge": 1}

***

Arrangement three

{"formula": "C3H11N2", "method": "ωB97M-V/def2-TZVPD", "species": ["C", "C", "C", "N", "N", "H", "H", "H", "H", "H", "H", "H", "H", "H", "H", "H"], "xyz": [[-2.23, -1.27, -0.17], [2.36, 1.49, 0.45], [-0.89, -0.67, -0.13], [-0.04, -0.75, -1.20], [-0.55, 0.01, 0.91], [-2.88, -0.90, -1.10], [-2.19, -2.42, -0.37], [-2.70, -0.99, 0.75], [2.44, 0.78, -0.27], [3.26, 1.76, 0.89], [1.69, 1.12, 1.19], [0.61, -0.04, -1.46], [-0.16, -1.41, -1.97], [0.44, 0.41, 0.79], [-1.16, 0.34, 1.59], [1.99, 2.53, 0.11]], "lumo_energy_ev": -3.795, "homo_energy_ev": -15.8931, "orbital_gap_ev": 12.10, "charge": 1}

***

Which structure is the least stable? The one labeled arrangement two.

***

Arrangement one

{"formula": "C3H11N2", "method": "ωB97M-V/def2-TZVPD", "species": ["C", "C", "H", "H", "H", "H", "H", "H", "N", "C", "N", "H", "H", "H", "H", "H"], "xyz": [[-0.63, 1.76, -2.95], [-1.32, 2.93, -2.33], [0.45, 1.87, -2.94], [-0.87, 1.31, -3.90], [-1.00, 1.00, -2.26], [-1.53, 3.69, -3.21], [-2.29, 2.68, -1.90], [-0.57, 3.44, -1.70], [0.46, -0.71, 1.31], [0.83, -1.92, 1.60], [0.76, -2.50, 2.79], [-0.16, -0.18, 1.92], [0.73, -0.17, 0.36], [1.03, -2.48, 0.73], [1.12, -3.45, 2.84], [1.27, -1.92, 3.48]], "lumo_energy_ev": -4.739, "homo_energy_ev": -13.3987, "orbital_gap_ev": 8.66, "charge": 1}

***

Arrangement two

{"formula": "C3H11N2", "method": "ωB97M-V/def2-TZVPD", "species": ["C", "N", "C", "C", "N", "H", "H", "H", "H", "H", "H", "H", "H", "H", "H", "H"], "xyz": [[1.72, -0.79, -0.03], [0.33, -0.80, -0.84], [-0.33, 0.52, -1.05], [-0.87, 1.00, 0.42], [-1.32, -0.17, 1.13], [1.70, -0.27, 0.89], [2.14, -1.77, 0.11], [2.50, -0.37, -0.69], [0.61, -0.94, -1.80], [0.38, 1.27, -1.33], [-1.14, 0.42, -1.87], [-0.04, 1.50, 1.01], [-1.62, 1.82, 0.38], [-1.02, -1.00, 0.42], [-2.35, -0.13, 1.28], [-0.68, -0.31, 1.98]], "lumo_energy_ev": -3.504, "homo_energy_ev": -14.3362, "orbital_gap_ev": 10.83, "smiles": "CNCC[NH3+]", "charge": 1}

***

Which structure is the least stable? The one labeled arrangement two.

***

Arrangement one

{"formula": "O2", "method": "ωB97M-V/def2-TZVPD", "species": ["O", "O"], "xyz": [[0.59, 0.28, 0.89], [-0.59, -0.28, -0.89]], "lumo_energy_ev": -6.310, "homo_energy_ev": -12.8754, "orbital_gap_ev": 6.57}

***

Arrangement two

{"formula": "O2", "method": "ωB97M-V/def2-TZVPD", "species": ["O", "O"], "xyz": [[-0.50, 0.35, 0.03], [0.50, -0.35, -0.03]], "lumo_energy_ev": -2.262, "homo_energy_ev": -10.1297, "orbital_gap_ev": 7.87, "smiles": "O=O"}

***

Which structure is the least stable? The one labeled arrangement one.

***

Arrangement one

{"formula": "O2", "method": "ωB97M-V/def2-TZVPD", "species": ["O", "O"], "xyz": [[0.00, 0.00, 0.98], [0.00, 0.00, -0.98]], "lumo_energy_ev": -5.824, "homo_energy_ev": -13.0912, "orbital_gap_ev": 7.27}

***

Arrangement two

{"formula": "O2", "method": "ωB97M-V/def2-TZVPD", "species": ["O", "O"], "xyz": [[0.00, 0.00, 0.68], [0.00, 0.00, -0.68]], "lumo_energy_ev": -3.371, "homo_energy_ev": -11.1522, "orbital_gap_ev": 7.78, "smiles": "O=O"}

***

Arrangement three

{"formula": "O2", "method": "ωB97M-V/def2-TZVPD", "species": ["O", "O"], "xyz": [[-0.40, 0.12, 1.00], [0.40, -0.12, -1.00]], "lumo_energy_ev": -6.263, "homo_energy_ev": -12.9207, "orbital_gap_ev": 6.66}

***

Which structure is the least stable? The one labeled arrangement three.

***

Arrangement one

{"formula": "C2H3FO", "method": "ωB97M-V/def2-TZVPD", "species": ["C", "C", "O", "F", "H", "H", "H"], "xyz": [[0.51, -0.43, 1.57], [-0.21, 0.33, -0.74], [0.95, -1.50, 1.65], [-1.47, -0.05, -0.87], [0.47, 0.50, 2.18], [0.07, 1.33, -0.81], [0.53, -0.07, -1.43]], "lumo_energy_ev": [0.404, 0.525], "homo_energy_ev": [-7.9587, -8.2707], "orbital_gap_ev": [8.36, 8.80]}

***

Arrangement two

{"formula": "C2H3FO", "method": "ωB97M-V/def2-TZVPD", "species": ["C", "C", "O", "F", "H", "H", "H"], "xyz": [[0.67, 0.00, 0.03], [-0.82, -0.15, 0.08], [-1.59, -0.75, 0.79], [-1.39, 0.66, -0.88], [1.03, -0.36, -0.85], [0.82, 1.10, 0.00], [1.28, -0.50, 0.84]], "lumo_energy_ev": 0.827, "homo_energy_ev": -11.4662, "orbital_gap_ev": 12.29, "smiles": "CC(=O)F"}

***

Which structure is the least stable? The one labeled arrangement one.

***

Arrangement one

{"formula": "CH6O2", "method": "ωB97M-V/def2-TZVPD", "species": ["C", "O", "H", "H", "H", "H", "O", "H", "H"], "xyz": [[1.00, -0.46, 1.02], [0.27, -1.20, 0.01], [1.71, -1.14, 1.53], [1.56, 0.31, 0.47], [0.31, 0.03, 1.76], [-0.25, -0.48, -0.40], [-1.21, 0.79, -1.21], [-1.21, 1.48, -2.08], [-2.18, 0.66, -1.11]], "lumo_energy_ev": 0.301, "homo_energy_ev": -9.6689, "orbital_gap_ev": 9.97, "smiles": "CO.O"}

***

Arrangement two

{"formula": "CH6O2", "method": "ωB97M-V/def2-TZVPD", "species": ["C", "O", "H", "H", "H", "H", "O", "H", "H"], "xyz": [[-0.60, 0.57, -0.01], [-1.62, -0.40, -0.04], [-1.08, 1.41, -0.44], [-0.18, 0.77, 0.98], [0.24, 0.32, -0.69], [-1.31, -1.12, 0.54], [1.98, -0.16, 0.04], [1.63, -0.78, -0.63], [1.38, 0.48, 0.28]], "lumo_energy_ev": 0.706, "homo_energy_ev": -10.6422, "orbital_gap_ev": 11.35, "smiles": "CO.O"}

***

Which structure is the least stable? The one labeled arrangement two.

***

Arrangement one

{"formula": "CH6O2", "method": "ωB97M-V/def2-TZVPD", "species": ["O", "O", "H", "H", "C", "H", "H", "H", "H"], "xyz": [[1.19, -0.65, -0.09], [0.82, 0.68, 0.05], [0.71, -1.03, 0.65], [1.62, 1.15, -0.14], [-1.84, -0.07, -0.02], [-2.87, -0.41, -0.08], [-1.64, 0.39, 0.99], [-1.83, 0.85, -0.66], [-1.08, -0.76, -0.28]], "lumo_energy_ev": 0.975, "homo_energy_ev": -10.1663, "orbital_gap_ev": 11.14, "smiles": "OO.C"}

***

Arrangement two

{"formula": "CH6O2", "method": "ωB97M-V/def2-TZVPD", "species": ["C", "O", "H", "H", "H", "H", "O", "H", "H"], "xyz": [[0.89, -0.67, -0.34], [-0.29, -0.32, -1.06], [1.25, 0.30, -0.09], [0.43, -1.27, 0.52], [1.67, -1.18, -0.90], [-0.14, -0.34, -2.01], [-1.26, 1.51, 1.31], [-1.24, 1.04, 2.02], [-1.31, 0.94, 0.55]], "lumo_energy_ev": 0.825, "homo_energy_ev": -10.6491, "orbital_gap_ev": 11.47, "smiles": "CO.O"}

***

Arrangement three

{"formula": "CH6O2", "method": "ωB97M-V/def2-TZVPD", "species": ["C", "O", "H", "H", "H", "H", "O", "H", "H"], "xyz": [[-0.92, -0.49, 0.03], [-0.51, 0.89, 0.18], [-0.54, -1.09, 0.82], [-2.01, -0.37, 0.02], [-0.71, -0.89, -0.91], [-0.84, 1.32, -0.64], [2.11, 0.01, -0.08], [2.25, 0.09, 1.02], [1.17, 0.54, -0.44]], "lumo_energy_ev": 0.643, "homo_energy_ev": -10.4209, "orbital_gap_ev": 11.06, "smiles": "CO.O"}

***

Arrangement four

{"formula": "CH6O2", "method": "ωB97M-V/def2-TZVPD", "species": ["C", "O", "H", "H", "H", "H", "O", "H", "H"], "xyz": [[-0.18, 0.65, -0.82], [0.44, 1.50, -1.87], [-0.19, -0.40, -1.18], [-1.23, 0.99, -0.71], [0.31, 0.68, 0.17], [1.29, 1.07, -2.08], [-0.32, -1.16, 2.30], [-0.72, -2.06, 2.21], [0.60, -1.26, 1.97]], "lumo_energy_ev": 0.672, "homo_energy_ev": -10.4351, "orbital_gap_ev": 11.11, "smiles": "CO.O"}

***

Which structure is the least stable? The one labeled arrangement one.

***

Arrangement one

{"formula": "CH6O2", "method": "ωB97M-V/def2-TZVPD", "species": ["C", "O", "H", "H", "H", "H", "O", "H", "H"], "xyz": [[-0.20, 1.26, 1.29], [-0.46, 0.70, -0.07], [-0.06, 0.42, 2.06], [-1.04, 1.99, 1.56], [0.67, 1.86, 1.24], [0.39, 0.29, -0.22], [0.54, -1.69, -1.27], [-0.39, -1.82, -0.89], [1.05, -2.35, -0.75]], "lumo_energy_ev": 0.708, "homo_energy_ev": -10.3438, "orbital_gap_ev": 11.05, "smiles": "CO.O"}

***

Arrangement two

{"formula": "CH6O2", "method": "ωB97M-V/def2-TZVPD", "species": ["C", "O", "H", "H", "H", "H", "O", "H", "H"], "xyz": [[0.00, 0.00, 0.00], [-0.71, 0.43, -1.16], [0.89, 0.63, 0.12], [0.30, -1.06, 0.12], [-0.72, 0.25, 0.79], [-1.05, -0.41, -1.55], [-1.26, -0.64, -3.45], [-1.48, -0.70, -2.49], [-1.48, -1.52, -3.81]], "lumo_energy_ev": 0.604, "homo_energy_ev": -10.4679, "orbital_gap_ev": 11.07, "smiles": "CO.O"}

***

Which structure is the least stable? The one labeled arrangement two.